Here is 9 unconnected molecules or ions with the total composition C34H92N6O14 in a non-equilibrium geometry from the OMol25 dataset. Energies are from ωB97M-V/def2-TZVPD.

Output
strongest force on any atom = 2.61 eV/A
net charge = 0
relative energy (zero: lowest compared OMol25 entry of this formula, charge and spin) = 0.0 kJ/mol
SMILES string = COC[C@H](C)N.COC[C@H](C)N.COC[C@H](C)N.COC[C@H](C)N.COCCNCCOC.COCCNCCOC.OCCO.OCCO.OCCO
HOMO energy = -8.9 eV
Kohn-Sham gap = 9.492 eV

Geometry as XYZ:
```
146
C34H92N6O14 (ωB97M-V/def2-TZVPD)
C 2.0762 -1.4289 5.1497
O 1.3840 -1.0940 6.3140
C 0.0703 -1.6471 6.3708
C -0.2923 -2.0422 7.7871
C 0.5326 -3.1837 8.3616
N -1.7167 -2.4261 7.7517
H 1.8771 -0.6451 4.3862
H 1.7296 -2.3263 4.6273
H 3.1624 -1.3942 5.2114
H -0.6175 -0.8246 6.1083
H -0.1249 -2.4461 5.6518
H -0.2049 -1.1728 8.4568
H 0.6217 -4.0304 7.6737
H 0.1105 -3.5722 9.2896
H 1.5541 -2.8468 8.5523
H -2.0056 -2.8371 8.6313
H -2.2893 -1.5933 7.6374
C -2.7417 -5.9174 -1.1541
O -3.4611 -4.8877 -1.7556
C -2.9960 -3.5982 -1.3687
C -4.0012 -2.5978 -1.8842
C -3.6122 -1.1945 -1.4401
N -5.3291 -2.9075 -1.2659
H -1.7222 -5.9822 -1.5536
H -3.2358 -6.8592 -1.3970
H -2.7398 -5.8166 -0.0628
H -2.9848 -3.6034 -0.2718
H -2.0101 -3.4460 -1.8192
H -4.0798 -2.7253 -2.9617
H -4.1573 -0.4400 -2.0094
H -2.5336 -1.0316 -1.3431
H -3.9372 -1.0411 -0.4037
H -5.3439 -3.9070 -1.0589
H -6.0514 -2.8571 -1.9836
C -2.5651 2.4047 -1.6809
O -1.7427 2.4501 -2.8325
C -1.0385 3.6722 -3.0131
C 0.2085 3.6748 -2.1621
C 0.8990 5.0422 -2.2016
N 1.1250 2.6223 -2.5602
H -2.0322 1.9708 -0.8226
H -3.4069 1.7538 -1.9028
H -2.8759 3.4137 -1.3928
H -0.7417 3.6625 -4.0681
H -1.6908 4.5417 -2.8597
H -0.1644 3.5771 -1.1342
H 0.4208 5.7294 -1.4975
H 0.9820 5.4291 -3.2196
H 1.9157 5.0058 -1.7956
H 0.6072 1.7417 -2.5814
H 1.5076 2.7551 -3.4982
C 1.8416 1.7546 -9.1039
O 1.8959 2.1723 -7.7573
C 1.6625 1.1592 -6.8153
C 2.8251 1.0993 -5.8482
C 2.7080 -0.0150 -4.8369
N 2.8727 2.4115 -5.1516
H 0.8131 1.6967 -9.4633
H 2.4323 0.8524 -9.2911
H 2.3521 2.5270 -9.6913
H 0.7085 1.2700 -6.2824
H 1.5662 0.1751 -7.2974
H 3.7229 0.9676 -6.4665
H 3.5467 -0.0213 -4.1397
H 2.7813 -0.9761 -5.3625
H 1.7696 0.0195 -4.2850
H 2.7423 3.0769 -5.9179
H 3.8093 2.6191 -4.8137
C -0.6335 4.0910 3.4872
O 0.4361 3.3580 4.0619
C 0.8381 2.1571 3.4865
C -0.2051 1.1642 3.0260
N 0.2960 0.3949 1.9027
C -0.6814 -0.5684 1.3594
C -0.0684 -1.3300 0.2016
O -0.1289 -0.5702 -0.9796
C 0.4768 -1.2555 -2.0968
H -0.8160 5.0091 4.0417
H -1.5569 3.5418 3.3121
H -0.1805 4.4474 2.5410
H 1.5608 1.7149 4.1788
H 1.5064 2.3984 2.6379
H -1.1829 1.6467 2.8392
H -0.4687 0.5468 3.9005
H 0.5103 1.0665 1.1613
H -1.6110 -0.0865 1.0296
H -0.8427 -1.3243 2.1352
H -0.7475 -2.1826 0.0107
H 0.9102 -1.7157 0.5033
H 1.0670 -2.1252 -1.8020
H 1.0582 -0.5199 -2.6484
H -0.3132 -1.6571 -2.7352
C 0.5043 -4.8828 -3.4243
O 0.5197 -3.8279 -4.3022
C 0.0781 -4.2038 -5.5996
C 0.0372 -2.9931 -6.5290
N -1.1726 -2.1744 -6.5345
C -1.3143 -1.4198 -5.2692
C -2.7080 -0.8135 -5.1856
O -3.6284 -1.7616 -5.6749
C -4.9181 -1.5023 -5.2226
H 0.8149 -4.5322 -2.4349
H 1.2309 -5.6488 -3.7176
H -0.5131 -5.2720 -3.2857
H -0.9459 -4.5899 -5.4822
H 0.7800 -4.9333 -6.0172
H 0.0451 -3.4930 -7.5133
H 0.9716 -2.4307 -6.4930
H -1.9313 -2.8480 -6.5825
H -0.5486 -0.6444 -5.2261
H -1.1155 -2.1373 -4.4682
H -2.7255 0.1292 -5.7388
H -2.9449 -0.7107 -4.1193
H -5.3042 -0.5647 -5.6421
H -4.9752 -1.4288 -4.1304
H -5.5925 -2.3164 -5.4865
O 3.2232 -0.2077 1.9953
C 3.7814 0.8828 1.2418
C 3.0951 1.0946 -0.0626
O 1.9078 1.8335 0.1433
H 2.2481 -0.1309 2.0161
H 3.6453 1.7841 1.8529
H 4.8234 0.5972 1.1289
H 2.8884 0.1181 -0.5320
H 3.7407 1.6096 -0.7889
H 1.4586 1.9293 -0.7152
O 3.7662 2.5355 8.5445
C 4.0177 2.4418 7.1443
C 4.0914 3.8186 6.5579
O 5.2991 4.4960 6.9341
H 4.2645 3.2920 8.8729
H 4.9803 1.9298 7.0063
H 3.2364 1.8547 6.6641
H 3.2384 4.4631 6.7466
H 4.1529 3.6925 5.4640
H 5.9970 4.0872 6.4143
O -0.8986 1.9645 8.4598
C -0.6013 1.9981 7.0508
C -1.9020 2.2085 6.3416
O -2.6284 0.9594 6.2553
H -0.3107 1.3099 8.8476
H 0.1044 2.7907 6.7811
H -0.1687 1.0352 6.7919
H -1.8097 2.5338 5.2980
H -2.5163 3.0245 6.7390
H -3.3799 0.9402 6.8511
```

=====

Here is 10 unconnected molecules or ions with the total composition C34H95N7O10 in a non-equilibrium geometry from the OMol25 dataset. Energies are from ωB97M-V/def2-TZVPD.

Output
strongest force on any atom = 2.95 eV/A
net charge = 0
relative energy (zero: lowest compared OMol25 entry of this formula, charge and spin) = 231.8 kJ/mol
SMILES string = COC[C@H](C)N.COC[C@H](C)N.COC[C@H](C)N.COC[C@H](C)N.COC[C@H](C)N.COC[C@H](C)N.COC[C@H](C)N.CCO.CCO.CCO
HOMO energy = -8.7 eV
Kohn-Sham gap = 9.207 eV

Geometry as XYZ:
```
146
C34H95N7O10 (ωB97M-V/def2-TZVPD)
C -8.9920 -1.8388 -1.4120
O -7.7836 -2.2386 -1.9587
C -6.7482 -1.2726 -1.9589
C -5.4590 -1.8141 -2.5485
C -4.9650 -3.1278 -1.9254
N -4.3559 -0.8491 -2.4723
H -9.2734 -0.8507 -1.8192
H -8.9825 -1.7113 -0.3238
H -9.8297 -2.4633 -1.7152
H -7.1328 -0.4682 -2.6078
H -6.6978 -0.8821 -0.9302
H -5.7504 -2.0895 -3.5684
H -5.8050 -3.8048 -1.7367
H -4.4416 -3.0335 -0.9706
H -4.3123 -3.7016 -2.5852
H -4.7345 0.0336 -2.1384
H -3.7376 -1.1407 -1.7260
C -4.5996 1.5775 0.2446
O -3.8808 0.5013 0.8160
C -4.5215 0.0001 1.9876
C -3.6778 -1.1636 2.4935
C -4.2455 -1.7348 3.8073
N -2.2845 -0.7444 2.7732
H -5.1859 2.1167 0.9883
H -5.2989 1.2051 -0.5150
H -3.9211 2.2124 -0.3206
H -4.6341 0.7832 2.7494
H -5.5607 -0.2523 1.7404
H -3.6772 -1.9676 1.7558
H -3.7866 -2.7186 3.9265
H -5.2906 -2.0521 3.6897
H -4.1855 -1.1169 4.6982
H -2.1533 -0.1365 1.9545
H -2.3784 -0.0352 3.5031
C 4.4596 0.8568 -5.3521
O 4.6420 0.7866 -3.9570
C 3.4339 0.6263 -3.2238
C 3.8268 0.2509 -1.7704
C 4.7596 1.2487 -1.1066
N 4.4284 -1.0598 -1.6857
H 5.4392 0.8637 -5.8265
H 3.8585 1.7061 -5.6854
H 3.9960 -0.0926 -5.6520
H 2.8839 1.5679 -3.3403
H 2.8840 -0.2126 -3.6633
H 2.9000 0.2041 -1.1934
H 4.9600 0.8982 -0.0926
H 4.3507 2.2612 -0.9954
H 5.7235 1.5102 -1.5518
H 5.2924 -1.1635 -2.2097
H 3.8500 -1.7890 -2.0988
C 2.1029 3.0700 1.5586
O 3.0339 2.6689 2.5238
C 2.4335 2.0084 3.6180
C 3.4282 1.3466 4.5795
C 4.2386 0.2522 3.8599
N 2.7412 0.7130 5.7008
H 1.2740 2.4078 1.2978
H 2.6254 3.4315 0.6694
H 1.6870 4.0334 1.8933
H 1.8696 2.7708 4.1697
H 1.7848 1.1872 3.2850
H 4.1212 2.1166 4.9260
H 4.8621 0.7767 3.1330
H 3.5208 -0.3645 3.3123
H 4.8695 -0.3478 4.5081
H 2.0136 1.3010 6.0923
H 2.3196 -0.1571 5.3996
C -3.1998 2.2885 5.9925
O -2.1145 2.6303 5.1820
C -2.5133 3.1022 3.8990
C -1.2670 3.5406 3.1707
C -0.5711 4.7117 3.8450
N -1.4738 3.7934 1.7375
H -2.7911 2.0088 6.9639
H -3.8434 1.4723 5.6420
H -3.8772 3.1321 6.1834
H -2.8591 2.2157 3.3540
H -3.2771 3.8796 3.9780
H -0.5809 2.6811 3.1747
H -0.2506 4.5579 4.8715
H -1.1592 5.6408 3.8603
H 0.2430 5.0786 3.2113
H -1.5220 2.8917 1.2705
H -0.6783 4.2683 1.3118
C 3.4843 4.2436 -2.8955
O 2.4524 3.9195 -1.9871
C 1.1921 4.3040 -2.5536
C 0.1388 3.9744 -1.4970
C -1.3022 3.9866 -1.9634
N 0.2752 4.9797 -0.4119
H 3.5790 5.3257 -2.9733
H 3.4016 3.7579 -3.8795
H 4.4119 3.7475 -2.5942
H 1.1247 5.3521 -2.8492
H 1.0877 3.6543 -3.4293
H 0.3423 2.9964 -1.0721
H -1.5241 3.1404 -2.6202
H -1.6064 4.9073 -2.4672
H -2.0228 3.8568 -1.1537
H -0.1801 5.8420 -0.6938
H 1.2728 5.1753 -0.3699
C 1.4292 -6.8264 2.4988
O 1.7599 -5.4236 2.5259
C 3.1588 -5.2742 2.5815
C 3.6024 -3.7806 2.4855
C 2.8259 -3.0660 1.3798
N 5.0549 -3.8659 2.2280
H 0.3419 -6.8205 2.4771
H 1.8544 -7.2674 3.4000
H 1.8034 -7.2856 1.5819
H 3.5605 -5.5888 3.5529
H 3.6210 -5.8011 1.7399
H 3.4516 -3.3011 3.4512
H 3.1546 -2.0356 1.5912
H 1.7461 -3.0865 1.5123
H 3.0894 -3.2106 0.3325
H 5.2876 -2.9708 1.8033
H 5.2640 -4.5888 1.5517
C -0.4250 -1.7331 -0.5727
C -0.2606 -0.2621 -0.1921
O 0.1372 0.4789 -1.3492
H 0.1463 -1.9831 -1.4639
H -1.4771 -1.9637 -0.7382
H 0.0009 -2.3138 0.2426
H 0.5706 -0.1929 0.5230
H -1.0832 0.2531 0.3093
H 0.6238 1.2917 -1.2140
C -0.4081 -1.3506 -6.0562
C -0.7998 -0.8533 -4.6691
O 0.3730 -0.6922 -3.8876
H -0.0357 -2.3759 -6.0700
H 0.2995 -0.7020 -6.5662
H -1.3641 -1.3968 -6.5883
H -1.4592 -1.5801 -4.1800
H -1.4290 0.0340 -4.7907
H 0.1838 -0.2308 -3.0536
C 3.9032 -4.7272 -3.5871
C 2.8375 -3.7354 -4.0549
O 2.3646 -3.0487 -2.9079
H 4.5308 -5.0558 -4.4189
H 3.4057 -5.5825 -3.1331
H 4.6053 -4.2406 -2.9099
H 2.0497 -4.2553 -4.6096
H 3.3370 -3.0488 -4.7548
H 1.6442 -2.4962 -3.2552
```

=====

Here is a molecular structure, C34H97F6NO21S2V in a non-equilibrium geometry from the OMol25 dataset. Energies are from ωB97M-V/def2-TZVPD.

Output
strongest force on any atom = 3.87 eV/A
net charge = 0
multiplicity = 4
relative energy (zero: lowest compared OMol25 entry of this formula, charge and spin) = 225.1 kJ/mol
HOMO energy (spin up / spin down) = -8.0 / -9.5 eV
Kohn-Sham gap (spin up / spin down) = 7.851 / 9.286 eV

Geometry as XYZ:
```
162
C34H97F6NO21S2V (ωB97M-V/def2-TZVPD)
V -2.1309 0.3716 0.6752
C 1.6652 2.2384 1.1880
F 2.7088 2.9552 0.7977
F 2.1487 1.1839 1.8002
F 0.8303 2.9361 1.9194
S 0.7043 1.7191 -0.4121
O -0.3974 2.6648 -0.5861
O 1.6193 1.7644 -1.5217
N -0.1155 0.2423 0.0457
S 0.9087 -0.8181 -0.5935
O 0.8410 -0.8366 -2.0338
O 2.2055 -0.9236 0.0482
C 0.0701 -2.4121 -0.0106
F 0.8215 -3.4709 -0.3039
F -0.1525 -2.3957 1.3161
F -1.1423 -2.4845 -0.6073
O -3.4259 -1.1229 1.3948
H -3.0071 -1.9890 1.4064
C -1.5808 -5.8682 0.7459
C -0.6197 -6.2698 1.8785
O -1.2785 -6.3587 3.1322
H -1.6207 -4.7780 0.6819
H -2.6008 -6.2449 0.7889
H -1.1842 -6.1822 -0.2242
H 0.2242 -5.5702 1.9208
H -0.1209 -7.2166 1.6640
H -1.8275 -5.5618 3.1894
C -1.1441 5.8434 2.5295
C -2.4840 5.4360 3.1094
O -2.4516 4.1295 3.7062
H -1.4027 6.7784 2.0119
H -0.7492 5.2273 1.7243
H -0.4566 6.1380 3.3172
H -3.3351 5.4063 2.4192
H -2.7229 6.2233 3.8357
H -3.3728 3.9582 3.9319
C -1.9646 -3.7894 5.5279
C -2.1792 -3.2071 4.1337
O -3.0426 -4.0923 3.4064
H -2.9635 -3.9219 5.9513
H -1.4171 -3.1121 6.1815
H -1.5068 -4.7713 5.4322
H -1.1988 -3.1230 3.6480
H -2.5571 -2.1817 4.1036
H -3.7677 -3.5539 3.0757
C 2.3401 -0.2221 5.2436
C 2.7807 -1.3302 4.3022
O 1.7189 -2.1344 3.8280
H 1.9998 -0.6860 6.1724
H 1.4824 0.3422 4.8790
H 3.1852 0.4404 5.4169
H 3.4693 -2.0221 4.8051
H 3.3046 -0.8765 3.4510
H 1.9883 -2.5972 3.0286
C -5.4077 2.4040 0.0195
C -4.3281 2.3794 1.1085
O -3.0254 2.3710 0.4708
H -5.3296 1.5642 -0.6672
H -5.4169 3.3666 -0.4856
H -6.3519 2.2420 0.5526
H -4.4037 1.4892 1.7355
H -4.3951 3.2895 1.7080
H -2.8424 3.3023 0.2665
C -3.3854 -3.1017 -4.8105
C -2.3817 -3.5468 -3.7818
O -2.9024 -4.5930 -2.9600
H -2.9809 -2.2726 -5.4064
H -4.3131 -2.6493 -4.4455
H -3.6233 -3.9176 -5.4926
H -2.0476 -2.7225 -3.1357
H -1.4581 -3.8820 -4.2591
H -3.6010 -4.1412 -2.4655
C 2.4636 -6.9326 -0.7193
C 3.2128 -6.4319 -1.9661
O 2.9117 -5.0512 -2.2120
H 2.4303 -8.0210 -0.6817
H 1.4452 -6.5417 -0.7035
H 3.0002 -6.5419 0.1482
H 2.7501 -7.0002 -2.7814
H 4.2853 -6.5370 -1.8389
H 1.9520 -5.0499 -2.2973
C 5.2813 0.8645 -1.3376
C 6.5952 0.1920 -1.7472
O 7.6911 0.9639 -1.2100
H 4.7584 0.4117 -0.4900
H 4.5541 0.5956 -2.1175
H 5.2222 1.9448 -1.2067
H 6.6896 0.1567 -2.8318
H 6.6299 -0.7795 -1.2612
H 7.4184 1.8819 -1.1881
C -2.2448 1.2676 -3.1474
C -3.3172 0.3243 -2.6438
O -3.0971 -0.2406 -1.3432
H -1.2858 0.7719 -2.9859
H -2.2015 2.1796 -2.5509
H -2.4149 1.4725 -4.2005
H -3.5182 -0.4991 -3.3440
H -4.3565 0.6886 -2.6340
H -3.6206 -1.0607 -1.2997
C -2.4387 0.8392 4.6517
C -1.1613 0.7723 3.8215
O -1.5066 1.3364 2.5248
H -2.6718 1.8470 4.9811
H -2.3588 0.1990 5.5391
H -3.2117 0.2876 4.1115
H -0.8641 -0.2711 3.7444
H -0.3567 1.3843 4.2253
H -1.6324 2.2916 2.6379
C -6.4720 -1.9513 -1.0991
C -5.5360 -3.1543 -1.0762
O -4.1797 -2.7053 -0.9892
H -7.4590 -2.3458 -1.3710
H -6.1777 -1.1463 -1.7703
H -6.6323 -1.5321 -0.1040
H -5.7477 -3.8038 -1.9241
H -5.7634 -3.6945 -0.1524
H -3.9893 -2.4333 -0.0730
C 3.3150 5.0047 -1.9286
C 2.8707 6.4073 -2.3192
O 3.6998 6.8762 -3.4225
H 4.3899 5.0769 -1.7301
H 3.2009 4.1662 -2.6112
H 2.7783 4.7683 -1.0035
H 3.0526 7.1491 -1.5431
H 1.8405 6.2777 -2.6559
H 4.4688 7.2289 -2.9649
C -3.1078 5.6492 -2.5946
C -2.1201 5.5196 -1.4003
O -2.8060 5.1699 -0.2057
H -3.2453 4.6459 -2.9886
H -2.5417 6.2113 -3.3426
H -3.9695 6.2354 -2.2922
H -1.5310 6.4387 -1.3200
H -1.3749 4.7549 -1.6264
H -3.0510 5.9748 0.2573
C 0.4276 -1.0599 -6.7563
C 0.4352 -0.6767 -5.2689
O 1.5251 0.1735 -4.9515
H -0.3737 -1.7851 -6.9191
H 1.3570 -1.5898 -6.9853
H 0.3455 -0.2748 -7.5069
H 0.5503 -1.6098 -4.7062
H -0.5373 -0.2018 -5.0981
H 1.3132 0.4501 -4.0455
C 6.1589 -3.7632 -0.0973
C 4.6438 -3.5477 0.0406
O 4.4390 -3.0890 1.4062
H 6.3117 -4.1932 -1.0916
H 6.5856 -4.4268 0.6490
H 6.6422 -2.7854 -0.0426
H 4.1901 -4.5354 0.0472
H 4.1921 -2.8950 -0.7018
H 4.9951 -2.3134 1.5345
C 4.4072 6.0239 1.6975
C 5.5105 4.9838 1.5262
O 6.4181 5.4063 0.5156
H 4.8057 7.0377 1.7624
H 3.7359 5.9927 2.5611
H 3.7310 5.9440 0.8414
H 5.1633 3.9722 1.3236
H 6.0380 4.9538 2.4885
H 7.1430 5.8508 0.9592
```

=====

Question: Which formula does entry 3 have?
Answer: C34H97F6NO21S2V

=====

Question: What is the strongest force on any atom in the third record?
Answer: 3.87 eV/A

=====

Question: Look up the relative energy (zero: lowest compared OMol25 entry of this formula, charge and spin) of the first one.
Answer: 0.0 kJ/mol

=====

Question: relative energy (zero: lowest compared OMol25 entry of this formula, charge and spin) of number 1 (C34H92N6O14)?
Answer: 0.0 kJ/mol